Entry 1:
Density functional theory data (ωB97M-V with the def2-TZVPD basis set) for a molecular structure, C17H49O8S7Tl in a non-equilibrium geometry.

Calculated values
Highest occupied orbital energy = -13.0 eV
HOMO-LUMO gap = 1.730 eV
LUMO = -11.248 eV
Max |F| = 0.0665 hartree/bohr
Total charge = +2
Calculated total energy = -4237.7633 a.u.
Energy above the lowest of the compared OMol25 structures with the same formula, charge and spin = 163.6 kJ/mol

Last column: Löwdin charge in e.
Positions of all 82 atoms, in Å:
Tl -1.35453 -1.09501 -4.65273  1.09
C -1.32308 2.13624 -0.41627  -0.02
C -0.45753 0.91906 -0.85945  -0.41
C -0.19811 0.11154 0.48425  -0.03
O -0.94181 0.21132 -1.99605  -0.08
H -0.76938 2.76330 0.28253  0.08
H -2.32351 1.89940 -0.05412  0.08
H -1.52812 2.68569 -1.33505  0.08
H 0.52239 1.32827 -1.10521  0.15
H -1.02544 -0.42005 0.95438  0.07
H 0.17588 0.80383 1.23855  0.07
H 0.69154 -0.51512 0.42175  0.06
C -4.66948 1.46475 -2.05978  -0.23
S -4.98394 0.48471 -3.57288  0.90
O -4.08577 -0.71766 -3.43437  -0.69
C -6.73207 -0.07844 -3.14798  -0.21
H -5.08556 0.89828 -1.22666  0.05
H -5.16764 2.41812 -2.23593  0.07
H -3.60100 1.58702 -1.88226  0.02
H -7.38078 0.78802 -3.01944  0.06
H -6.77859 -0.54911 -2.16595  0.05
H -7.29439 -0.65970 -3.87876  0.06
C 1.23290 5.83947 1.34302  -0.27
S 2.99395 5.38794 1.66579  0.87
O 3.06516 4.10149 2.45699  -0.57
C 3.20423 4.97993 -0.12280  -0.27
H 1.00543 6.31871 0.39082  0.06
H 0.65706 6.28957 2.15168  0.05
H 0.73917 4.90458 1.07784  0.02
H 2.34288 4.44600 -0.52415  0.03
H 4.08347 4.33696 -0.16310  0.04
H 3.45802 5.81798 -0.77192  0.06
C 4.99029 -0.16973 -2.79891  -0.28
S 5.03656 1.63003 -2.96884  0.90
O 5.19615 1.70089 -4.47953  -0.52
C 3.21990 1.86648 -2.63138  -0.25
H 4.92438 -0.48215 -1.75672  0.05
H 6.02024 -0.43640 -3.03596  0.06
H 4.21236 -0.57878 -3.44359  0.05
H 2.56503 1.40207 -3.36865  0.05
H 3.05976 2.94463 -2.62463  0.04
H 2.89685 1.32476 -1.74240  0.03
C 0.81304 -2.78614 3.42375  -0.26
S 2.48550 -2.72870 4.19366  0.84
O 2.23411 -2.68315 5.68227  -0.55
C 2.88297 -4.46849 3.65874  -0.24
H 0.24423 -1.93615 3.80066  0.02
H 0.20204 -3.67661 3.57155  0.07
H 0.93684 -2.71626 2.34306  0.01
H 2.80439 -4.52749 2.57318  0.02
H 2.14600 -5.18634 4.01883  0.06
H 3.90580 -4.79180 3.85210  0.06
C -4.98793 -3.56773 -1.93739  -0.21
S -3.24136 -3.34979 -1.40112  0.94
O -2.47962 -2.76653 -2.58370  -0.64
C -3.40690 -1.92862 -0.22965  -0.21
H -5.73327 -3.77113 -1.16849  0.07
H -5.14918 -4.34725 -2.68201  0.07
H -5.25835 -2.57638 -2.30100  0.02
H -3.24608 -1.04438 -0.84637  0.02
H -2.58720 -1.92969 0.48881  0.03
H -4.36966 -1.72726 0.24009  0.07
C 0.14392 3.15077 3.94782  -0.22
S 0.43771 2.28739 5.59254  0.98
O -0.86320 2.55699 6.39635  -0.47
C 0.38987 0.51891 5.07426  -0.25
H 0.26553 4.20414 4.20027  0.05
H -0.81285 2.83705 3.53036  0.05
H 0.90527 2.84776 3.22905  0.02
H 0.19203 -0.17587 5.89050  0.07
H 1.37457 0.19617 4.73616  0.04
H -0.20849 0.35714 4.17765  0.04
C 1.06775 -3.45261 -0.49720  -0.21
S 1.90040 -2.38548 -1.77427  0.88
O 0.83457 -2.08197 -2.85503  -0.65
C 3.01997 -3.68749 -2.50692  -0.21
H 0.66653 -4.33818 -0.99004  0.07
H 0.27404 -2.84784 -0.05860  0.02
H 1.75573 -3.74716 0.29529  0.04
H 2.43028 -4.46417 -2.99388  0.07
H 3.76008 -4.15785 -1.85954  0.07
H 3.67802 -3.19685 -3.22410  0.04

***

Entry 2:
Density functional theory data (ωB97M-V with the def2-TZVPD basis set) for 7 unconnected molecules or ions with the total composition C17H50N12O9 in a non-equilibrium geometry.

Calculated values
Structure (SMILES) = COCCNCCOC.COCCNCCOC.NC(N)=O.NC(N)=O.NC(N)=O.NC(N)=O.NC(N)=O
Highest occupied orbital energy = -8.5 eV
HOMO-LUMO gap = 8.717 eV
LUMO = 0.204 eV
Max |F| = 0.1480 hartree/bohr
Calculated total energy = -2011.8516 a.u.
Energy above the lowest of the compared OMol25 structures with the same formula, charge and spin = 663.5 kJ/mol

Last column: Löwdin charge in e.
Positions of all 88 atoms, in Å:
C 1.91375 -3.19195 0.12384  -0.11
O 0.74561 -3.94394 -0.25267  -0.22
C 0.32096 -4.98740 0.67615  -0.18
C -1.06422 -5.54284 0.26248  -0.20
N -2.13110 -4.53472 0.53654  -0.09
C -3.49292 -5.14276 0.52351  -0.16
C -4.47448 -3.91408 0.76855  -0.23
O -5.67489 -4.52381 1.05428  -0.23
C -6.54981 -3.70305 1.89555  -0.07
H 2.69755 -3.94917 0.14360  0.09
H 1.86316 -2.65394 1.07046  0.08
H 2.07485 -2.44618 -0.65460  0.09
H 0.14846 -4.55278 1.66076  0.11
H 1.09810 -5.73818 0.81927  0.11
H -1.28955 -6.39088 0.90913  0.11
H -1.24182 -5.88135 -0.75829  0.11
H -2.01174 -3.94896 -0.27755  0.10
H -3.48410 -5.96737 1.23627  0.12
H -3.79216 -5.52840 -0.45108  0.11
H -4.69276 -3.35123 -0.13900  0.13
H -4.19299 -3.41505 1.69583  0.11
H -7.47495 -4.19387 2.19773  0.08
H -6.83175 -2.89103 1.22531  0.09
H -6.14483 -3.37871 2.85414  0.08
C -2.61134 6.08515 -3.82942  -0.10
O -1.64969 6.24915 -2.77303  -0.21
C -0.61894 5.23235 -2.76449  -0.17
C 0.73105 5.85634 -2.05896  -0.17
N 1.85800 4.93351 -1.83403  -0.08
C 3.07196 5.61184 -1.57035  -0.24
C 4.12546 4.62618 -0.97095  -0.20
O 3.69749 4.53454 0.37156  -0.18
C 4.47754 3.77343 1.21365  -0.14
H -3.47330 6.72470 -3.63942  0.08
H -2.84965 5.02231 -3.78831  0.08
H -2.25602 6.33301 -4.82962  0.08
H -0.37646 4.82601 -3.74643  0.11
H -0.90898 4.38978 -2.13675  0.11
H 0.52217 6.40299 -1.13938  0.11
H 0.95956 6.65325 -2.76664  0.10
H 1.63401 4.32336 -1.06096  0.11
H 2.90379 6.39239 -0.82836  0.11
H 3.44315 6.09845 -2.47232  0.12
H 5.05251 5.19798 -1.01240  0.11
H 4.23296 3.71488 -1.55923  0.12
H 5.20393 4.39643 1.73549  0.08
H 5.06153 2.94665 0.80931  0.08
H 3.94913 3.21142 1.98374  0.08
N -1.10705 2.71509 8.76948  0.17
C -1.15859 2.37657 7.54818  -0.89
N -0.87935 3.30685 6.73301  0.18
O -1.40143 1.25483 7.21795  0.04
H -1.40581 1.96959 9.38192  0.13
H -1.02804 3.69271 9.01057  0.12
H -0.73964 3.10480 5.75334  0.13
H -0.60635 4.25440 6.95147  0.12
N -2.59634 -6.04372 -5.54545  0.18
C -2.71808 -4.77419 -5.51615  -0.89
N -1.81052 -4.14886 -4.86348  0.16
O -3.51850 -4.13185 -6.07759  0.08
H -2.09767 -6.40696 -4.74577  0.11
H -3.10509 -6.63949 -6.18288  0.13
H -0.90195 -4.53148 -4.64393  0.11
H -1.78567 -3.15008 -5.01153  0.12
N -0.82042 -0.73628 1.90564  0.19
C -0.45271 0.07351 1.01630  -0.82
N -0.20293 -0.51070 -0.10390  0.17
O -0.16456 1.26692 1.21889  0.00
H -0.92323 -1.69449 1.60337  0.11
H -0.82456 -0.45385 2.87534  0.13
H 0.34524 -1.35879 -0.08496  0.07
H -0.02428 0.17704 -0.82167  0.12
N 3.78120 -0.75144 6.80661  0.15
C 3.52457 -1.96138 6.46575  -0.76
N 2.24101 -2.06182 6.26104  0.15
O 4.38447 -2.87909 6.31396  -0.02
H 4.75414 -0.69510 7.07179  0.12
H 3.17785 0.05739 6.76346  0.12
H 1.59798 -1.35686 6.59216  0.11
H 1.84570 -2.77971 5.67073  0.12
N 3.22828 2.31929 -6.36690  0.15
C 2.37063 1.40795 -6.83552  -0.79
N 2.74078 0.92441 -7.96412  0.16
O 1.32220 1.18685 -6.25268  0.03
H 4.05034 2.65125 -6.85077  0.10
H 2.87426 2.69960 -5.50080  0.11
H 3.43223 1.46146 -8.46768  0.11
H 2.10400 0.40155 -8.54827  0.12

***

Entry 3:
Density functional theory data (ωB97M-V with the def2-TZVPD basis set) for 7 unconnected molecules or ions with the total composition C17H50N8O9 in a non-equilibrium geometry.

Calculated values
Structure (SMILES) = COCCNCCOC.COCCNCCOC.NC(N)=O.NC(N)=O.NC(N)=O.CO.CO
Highest occupied orbital energy = -8.7 eV
HOMO-LUMO gap = 9.281 eV
LUMO = 0.565 eV
Max |F| = 0.1394 hartree/bohr
Calculated total energy = -1792.8240 a.u.
Energy above the lowest of the compared OMol25 structures with the same formula, charge and spin = 339.6 kJ/mol

Last column: Löwdin charge in e.
Positions of all 84 atoms, in Å:
C 1.77367 7.79674 8.38795  -0.09
O 1.83985 7.23810 7.05125  -0.17
C 1.13759 6.05248 6.94978  -0.28
C 1.14517 5.48942 5.53504  -0.21
N 0.31110 4.30403 5.27170  -0.03
C 0.51880 3.99328 3.85351  -0.25
C -0.34929 2.83416 3.52777  -0.20
O 0.02581 1.59032 4.17674  -0.17
C 1.32396 1.06199 4.02213  -0.12
H 0.84700 8.29398 8.67454  0.08
H 2.55332 8.54635 8.52336  0.08
H 2.04145 7.02511 9.10974  0.08
H 0.11736 6.18085 7.31138  0.13
H 1.62493 5.21661 7.45170  0.12
H 2.17448 5.17980 5.35405  0.12
H 0.87047 6.32793 4.89509  0.12
H 0.65056 3.43921 5.66787  0.10
H 1.53529 3.65437 3.65355  0.11
H 0.34996 4.80307 3.14370  0.12
H -0.35743 2.63114 2.45688  0.09
H -1.38358 3.12669 3.70884  0.13
H 1.30368 -0.00363 4.25050  0.09
H 2.03930 1.36773 4.78562  0.08
H 1.78698 1.20964 3.04647  0.05
C -2.64415 -5.02404 -0.63615  -0.10
O -2.48857 -5.31778 -2.03145  -0.17
C -2.51830 -4.11214 -2.76173  -0.22
C -2.47961 -4.44399 -4.28289  -0.14
N -1.10400 -4.30381 -4.81553  -0.09
C -0.91991 -4.55756 -6.20797  -0.22
C -0.40376 -5.97959 -6.43669  -0.22
O 0.94793 -6.10645 -5.94332  -0.22
C 1.53293 -7.43059 -6.12816  -0.07
H -2.58136 -5.91942 -0.01773  0.08
H -3.63242 -4.61516 -0.42583  0.08
H -1.94371 -4.29202 -0.23411  0.09
H -1.72155 -3.42074 -2.48739  0.10
H -3.42167 -3.53286 -2.57077  0.12
H -3.06974 -3.63586 -4.71506  0.12
H -2.78508 -5.42651 -4.64266  0.12
H -0.48769 -5.02166 -4.46204  0.10
H -0.05960 -4.01116 -6.59453  0.12
H -1.78104 -4.31272 -6.82976  0.13
H -0.33209 -6.27654 -7.48301  0.12
H -1.06334 -6.65162 -5.88767  0.12
H 2.37523 -7.51611 -5.44164  0.09
H 1.77088 -7.64267 -7.17051  0.08
H 0.75595 -8.15349 -5.87953  0.08
N 5.11642 0.16821 0.19231  0.16
C 3.83530 0.29460 0.03521  -0.73
N 3.31070 0.81764 1.11940  0.17
O 3.23950 -0.00857 -1.02544  -0.01
H 5.71107 -0.06135 -0.59115  0.13
H 5.47157 0.50615 1.07535  0.11
H 2.30076 0.80737 1.12386  0.09
H 3.90385 0.84133 1.93654  0.11
N -1.17343 -0.87308 -1.37002  0.20
C -1.09483 0.13967 -0.64389  -0.80
N 0.08821 0.68612 -0.71434  0.21
O -2.00061 0.43658 0.09946  0.03
H -0.44757 -1.15933 -2.01134  0.07
H -2.07261 -1.33252 -1.39228  0.11
H 0.17017 1.60318 -0.29917  0.08
H 0.80038 0.37722 -1.36049  0.10
N -1.20682 3.79855 -0.23616  0.17
C 0.02019 4.27749 -0.03713  -0.74
N 0.22832 5.28875 -0.81780  0.17
O 0.82381 3.76146 0.73927  0.01
H -1.56644 3.07851 0.37403  0.10
H -1.66558 4.30423 -0.98041  0.11
H -0.40970 5.55401 -1.55447  0.11
H 1.11920 5.76324 -0.78199  0.13
C 1.69510 -2.32129 -3.21870  -0.15
O 0.36281 -1.93768 -3.32157  -0.15
H 2.35003 -1.63058 -3.74984  0.09
H 1.99366 -2.40704 -2.17390  0.08
H 1.76403 -3.35553 -3.55588  0.08
H -0.10207 -2.62573 -3.80331  0.04
C -4.97453 -0.90563 0.25156  -0.19
O -4.33974 -0.57129 -0.93253  -0.14
H -5.95163 -1.32999 0.02068  0.07
H -4.39704 -1.56346 0.90107  0.08
H -5.21555 0.04030 0.73656  0.08
H -3.51293 -0.11617 -0.75686  0.01